# C32H30BaN6O4S2

C32H30BaN6O4S2 as an isolated structure (wB97M-V/def2-TZVPD, OMol25).

Output
* ΔE to the lowest compared entry with this formula, charge and spin: 0.0000 eV
* energy: -2688.4031 Eh
* LUMO: -5.266 eV
* HOMO-LUMO gap: 0.29156 Eh

The geometry in ORCA input format:
```
! wB97M-V def2-TZVPD RIJCOSX def2/J DEFGRID3
* xyz 2 1
Ba 1.318 -1.306 1.637
O -3.978 -6.583 5.392
N -3.974 -5.841 4.439
O -4.837 -5.766 3.589
C -2.832 -4.910 4.319
C -2.340 -4.415 5.465
C -1.283 -3.453 5.432
C -0.765 -2.895 6.614
C 0.241 -1.970 6.533
C 0.712 -1.620 5.265
N 0.248 -2.126 4.136
C -0.747 -3.041 4.205
C -1.266 -3.613 2.977
N -0.708 -3.223 1.808
C -1.156 -3.750 0.684
C -2.173 -4.706 0.636
C -2.755 -5.106 1.807
C -2.314 -4.549 3.025
H -2.751 -4.737 6.413
H -1.169 -3.200 7.571
H 0.664 -1.514 7.416
H 1.509 -0.888 5.175
H -0.688 -3.407 -0.234
H -2.488 -5.116 -0.312
H -3.549 -5.836 1.801
S 0.933 -0.923 -1.482
C 0.205 0.544 -1.852
N 0.237 1.066 -3.062
C -0.671 2.169 -3.407
C -1.955 1.979 -2.646
N -1.643 1.950 -1.214
C -2.536 2.737 -0.340
C -2.434 4.207 -0.658
C -3.519 4.891 -1.192
C -3.411 6.240 -1.506
C -2.215 6.906 -1.292
C -1.127 6.227 -0.757
C -1.235 4.883 -0.438
C -0.556 1.339 -0.796
S 0.047 1.459 0.769
C 1.071 0.494 -4.140
C 1.527 1.555 -5.104
C 2.380 2.566 -4.668
C 2.799 3.553 -5.545
C 2.374 3.531 -6.869
C 1.532 2.522 -7.310
C 1.107 1.538 -6.427
H -0.845 2.136 -4.480
H -0.211 3.131 -3.169
H -2.466 1.058 -2.936
H -2.619 2.823 -2.823
H -2.258 2.522 0.687
H -3.550 2.374 -0.516
H -4.457 4.372 -1.354
H -4.262 6.767 -1.915
H -2.131 7.956 -1.536
H -0.197 6.750 -0.579
H -0.392 4.355 -0.005
H 0.495 -0.283 -4.647
H 1.917 0.008 -3.658
H 2.723 2.578 -3.638
H 3.463 4.335 -5.203
H 2.705 4.298 -7.555
H 1.206 2.498 -8.341
H 0.450 0.748 -6.774
N 6.422 -2.262 2.728
C 5.539 -3.227 1.992
C 4.157 -2.565 1.897
O 3.263 -3.181 1.305
O 4.062 -1.424 2.441
H 7.212 -1.939 2.174
H 6.779 -2.635 3.606
H 5.757 -1.468 2.916
H 5.476 -4.168 2.531
H 5.936 -3.416 0.999
*
```


# C8H13NS

One molecule with the formula C8H13NS at a distorted geometry (wB97M-V/def2-TZVPD, OMol25).

Output
* ΔE to the lowest compared entry with this formula, charge and spin: 3.8771 eV
* energy: -765.3854 Eh
* LUMO: -0.089 eV
* HOMO-LUMO gap: 0.28748 Eh

The geometry in ORCA input format:
```
! wB97M-V def2-TZVPD RIJCOSX def2/J DEFGRID3
* xyz 0 1
C -0.882 -1.609 -0.222
C -0.164 -0.590 0.695
C -1.000 -1.839 -1.560
C -1.573 -2.751 0.599
C 1.119 0.682 -1.973
C 0.779 1.272 2.424
C -0.146 1.030 -1.190
C 0.538 1.648 0.991
N -0.029 0.588 0.222
S -0.347 -2.366 -2.933
H -1.837 -3.559 -0.115
H -2.490 -2.185 0.924
H -1.083 -3.125 1.470
H 1.244 1.489 -2.784
H 2.046 0.846 -1.269
H 1.155 -0.418 -2.253
H 1.323 2.008 2.971
H -0.282 1.168 2.832
H 1.520 0.409 2.641
H -0.093 2.174 -1.178
H -1.126 0.660 -1.629
H -0.093 2.543 0.867
H 1.420 1.925 0.470
*
```